Record 1
Density functional theory data (wB97M-V/def2-TZVPD) for a cluster of 2 separate species, C2BrClF2S in total.

Output
maximum force: 3.78 eV/A
net charge: 0
E_tot: -100905.1240 eV
Kohn-Sham gap (alpha / beta): 7.06 / 7.06 eV
HOMO energy (alpha / beta): -8.0 / -8.0 eV
LUMO level (alpha / beta): -0.964 / -0.959 eV
energy above the lowest of the compared OMol25 structures with the same formula, charge and spin: 1.3384 eV

The geometry in XYZ format:
```
7
Properties=species:S:1:pos:R:3:nbo_charge:R:1
C -1.3267 0.6554 -0.1967 -0.48
C 0.9163 -0.5701 0.1780 0.62
F 1.2123 -0.4445 1.4628 -0.32
F 0.5280 -1.8019 -0.0533 -0.32
S -2.4660 -0.1607 -0.8094 0.25
Cl 2.1652 0.0063 -0.8883 -0.01
Br -1.0292 2.3155 0.3070 0.25
```

Record 2
Density functional theory data (wB97M-V/def2-TZVPD) for the molecule C6H9NO.

Output
maximum force: 16.66 eV/A
net charge: 0
E_tot: -9896.3928 eV
Kohn-Sham gap (alpha / beta): 5.92 / 7.10 eV
HOMO energy (alpha / beta): -5.0 / -11.0 eV
2S+1: 3
LUMO level (alpha / beta): 0.893 / -3.930 eV
energy above the lowest of the compared OMol25 structures with the same formula, charge and spin: 4.1704 eV
<S²>: 2.01

The geometry in XYZ format:
```
17
Properties=species:S:1:pos:R:3:nbo_charge:R:1
C 0.9642 0.7831 -1.1935 0.23
C -0.0868 -1.3560 -1.8119 -0.09
C 0.2473 -0.3982 -0.7301 0.10
C 0.8728 -0.1655 1.5123 -0.61
C -1.2387 1.1915 0.6847 -0.61
C -0.3929 -0.1213 0.6967 -0.19
N 1.4441 1.7030 -1.6643 -0.24
O 0.9782 -1.5311 -0.8874 -0.46
H -1.0278 -1.8537 -1.7403 0.20
H 0.2416 -1.0367 -2.7572 0.19
H 1.1452 -1.1660 1.2459 0.23
H 0.6350 -0.0239 2.5467 0.21
H 1.6175 0.5060 1.1401 0.21
H -0.6702 1.9244 0.2000 0.21
H -1.6288 1.4582 1.6120 0.22
H -2.1158 1.0187 0.0699 0.21
H -0.9848 -0.9326 1.0763 0.21
```

Record 3
Density functional theory data (wB97M-V/def2-TZVPD) for a cluster of 9 separate species, C28H77N3O17 in total.

Output
maximum force: 4.25 eV/A
net charge: +1
E_tot: -69545.8810 eV
Kohn-Sham gap (alpha / beta): 7.33 / 2.19 eV
HOMO energy (alpha / beta): -9.9 / -9.9 eV
2S+1: 2
LUMO level (alpha / beta): -2.541 / -7.684 eV
<S²>: 0.75

The geometry in XYZ format:
```
125
Properties=species:S:1:pos:R:3:mulliken_spin:R:1
C 16.1475 -20.3442 -4.6080 0.00
O 16.8237 -21.5594 -4.2026 0.00
C 16.0926 -22.2977 -3.2356 0.00
C 16.8436 -23.5323 -2.7675 0.00
N 16.9964 -24.5304 -3.7996 0.00
C 17.9314 -25.5938 -3.4536 0.00
C 18.0310 -26.5619 -4.6796 0.00
O 16.7988 -27.0050 -5.2169 0.00
C 16.9807 -27.5502 -6.5485 0.00
H 16.1206 -19.6920 -3.7351 0.00
H 15.1562 -20.5139 -5.0282 0.00
H 16.6394 -19.9577 -5.5007 0.00
H 15.0717 -22.4294 -3.5940 0.00
H 16.0023 -21.6432 -2.3687 0.00
H 16.3252 -23.9447 -1.9019 0.00
H 17.8526 -23.2330 -2.4839 0.00
H 17.1830 -24.1457 -4.7146 0.00
H 17.6002 -26.1675 -2.5881 0.00
H 18.9441 -25.2166 -3.3115 0.00
H 18.6013 -27.4471 -4.3978 0.00
H 18.6495 -26.0552 -5.4204 0.00
H 15.9904 -27.8381 -6.9012 0.00
H 17.6809 -28.3839 -6.4961 0.00
H 17.4056 -26.8581 -7.2756 0.00
C 27.6194 -18.4304 -11.6800 0.00
O 27.3287 -17.9929 -13.0169 0.00
C 26.1420 -18.5244 -13.6802 0.00
C 24.8463 -18.0491 -13.0002 0.00
N 24.4054 -18.6018 -11.7375 0.00
C 24.3968 -20.0438 -11.5224 0.00
C 23.6662 -20.3475 -10.2475 0.00
O 22.3155 -20.0216 -10.4824 0.00
C 21.5744 -19.9231 -9.3308 0.00
H 26.9720 -17.9778 -10.9289 0.00
H 28.6673 -18.3766 -11.3850 0.00
H 27.4694 -19.5082 -11.7433 0.00
H 26.0752 -19.6116 -13.7191 0.00
H 26.0590 -18.0794 -14.6718 0.00
H 24.0713 -18.0943 -13.7653 0.00
H 24.9580 -16.9724 -12.8725 0.00
H 23.4791 -18.2166 -11.6207 0.00
H 25.3983 -20.4734 -11.5003 0.00
H 23.8484 -20.5446 -12.3202 0.00
H 24.0416 -19.6920 -9.4617 0.00
H 23.7661 -21.3932 -9.9566 0.00
H 21.4936 -20.8881 -8.8306 0.00
H 20.5779 -19.5414 -9.5532 0.00
H 22.0330 -19.2399 -8.6160 0.00
C 19.9406 -8.8069 -3.1078 0.00
O 19.1651 -9.6861 -3.9701 0.00
C 19.3482 -11.1054 -3.6100 0.01
C 18.4941 -12.0472 -4.4209 0.04
N 18.9547 -12.3379 -5.7694 0.78
C 18.0502 -13.2092 -6.5316 0.04
C 18.7308 -13.4862 -7.9518 0.01
O 20.0305 -14.1356 -7.8382 0.01
C 19.8623 -15.5488 -7.6826 0.00
H 19.7085 -8.9533 -2.0529 0.00
H 19.6622 -7.7691 -3.2908 0.00
H 20.9820 -8.9960 -3.3682 0.00
H 19.0155 -11.2770 -2.5863 0.00
H 20.4108 -11.3117 -3.7378 0.00
H 17.4666 -11.6838 -4.4050 0.03
H 18.4165 -12.9912 -3.8814 0.02
H 19.1465 -11.4783 -6.2637 -0.03
H 17.1988 -12.5590 -6.7327 0.05
H 17.6492 -14.0728 -6.0011 0.02
H 18.9201 -12.4980 -8.3711 0.00
H 18.0592 -13.9182 -8.6937 0.00
H 19.0218 -15.9848 -8.2225 0.00
H 19.9115 -15.6851 -6.6022 0.00
H 20.6980 -16.1172 -8.0908 0.00
C 23.5138 -20.6382 -5.6376 0.00
C 22.7789 -19.2732 -5.6980 0.00
O 21.3515 -19.2783 -5.3687 0.00
O 23.0449 -21.3919 -6.6323 0.00
H 23.3123 -21.1007 -4.6714 0.00
H 24.5541 -20.3315 -5.7462 0.00
H 22.8791 -19.0092 -6.7508 0.00
H 23.2725 -18.4810 -5.1350 0.00
H 21.2002 -19.6021 -4.4777 0.00
H 23.8128 -21.8003 -7.0389 0.00
C 19.7906 -21.0859 -3.1498 0.00
C 20.5163 -22.3793 -3.0221 0.00
O 20.6000 -22.7959 -1.6782 0.00
O 20.5570 -19.9680 -2.7128 0.00
H 18.8050 -21.1036 -2.6845 0.00
H 19.4423 -20.8330 -4.1512 0.00
H 21.4804 -22.3540 -3.5300 0.00
H 19.9581 -23.1486 -3.5556 0.00
H 20.7681 -23.7366 -1.5855 0.00
H 20.8358 -20.2505 -1.8387 0.00
C 15.7091 -18.0412 -8.8633 0.00
C 15.1647 -18.9947 -9.8900 0.00
O 13.7289 -18.7238 -10.0216 0.00
O 15.8933 -16.7408 -9.3821 0.00
H 16.5932 -18.3777 -8.3218 0.00
H 14.9589 -17.8810 -8.0889 0.00
H 15.0710 -20.0109 -9.5072 0.00
H 15.6090 -19.0228 -10.8850 0.00
H 13.5404 -17.8206 -10.2870 0.00
H 16.6763 -16.7082 -9.9366 0.00
C 18.3787 -16.3073 -3.7443 0.00
C 18.4043 -17.4652 -4.7354 0.00
O 17.7303 -17.1967 -5.9489 0.00
O 17.1475 -16.1808 -3.0324 0.00
H 18.5217 -15.3764 -4.2930 0.00
H 19.1347 -16.4830 -2.9790 0.00
H 17.8905 -18.3331 -4.3219 0.00
H 19.4230 -17.7518 -4.9963 0.00
H 16.8321 -17.0240 -5.6574 0.00
H 17.1908 -16.6371 -2.1889 0.00
C 17.5415 -22.6090 -8.7278 0.00
C 16.9643 -22.9534 -7.3923 0.00
O 17.8888 -22.7792 -6.3778 0.00
O 17.5673 -21.1676 -8.8660 0.00
H 16.8133 -23.0708 -9.3946 0.00
H 18.4918 -23.1088 -8.9155 0.00
H 16.5646 -23.9646 -7.3168 0.00
H 16.1056 -22.3208 -7.1673 0.00
H 17.4545 -22.3845 -5.6182 0.00
H 18.0755 -20.8226 -8.1282 0.00
O 18.9453 -19.3935 -7.1569 0.00
H 18.7577 -18.5267 -6.7967 0.00
H 19.7946 -19.6296 -6.7839 0.00
```

Record 4
Density functional theory data (wB97M-V/def2-TZVPD) for the molecule C2H8N4S.

Output
maximum force: 0.97 eV/A
net charge: 0
E_tot: -18998.1364 eV
Kohn-Sham gap: 9.05 eV
HOMO energy: -8.2 eV
structure (SMILES): CN/C(=N\N)NS
LUMO level: 0.809 eV
energy above the lowest of the compared OMol25 structures with the same formula, charge and spin: 0.0000 eV

The geometry in XYZ format:
```
15
Properties=species:S:1:pos:R:3:nbo_charge:R:1
C -0.1879 -0.8462 -2.0031 -0.42
N 0.6816 -0.0955 -1.0926 -0.65
C 0.0784 0.5456 -0.0064 0.49
N -0.7795 1.4854 -0.0803 -0.34
N -1.0821 1.9476 -1.3689 -0.67
N 0.5512 0.1849 1.2738 -0.76
S 0.4477 -1.4507 1.7504 0.16
H 0.4066 -1.1382 -2.8882 0.20
H -1.0152 -0.2013 -2.3320 0.23
H -0.6345 -1.7109 -1.5326 0.18
H 1.4902 -0.6298 -0.8053 0.39
H -0.2595 1.9869 -1.9386 0.34
H -1.4241 2.8971 -1.2479 0.36
H 0.2214 0.8288 1.9686 0.40
H -0.8893 -1.6745 1.7020 0.09
```